Record 1
C25H23N10O7PS5Ti | ωB97M-V with the def2-TZVPD basis set

The geometry in ORCA input format:
```
! wB97M-V def2-TZVPD RIJCOSX def2/J DEFGRID3
* xyz -1 2
Ti -1.923 1.159 1.664
C 1.129 5.644 3.327
N -0.019 4.793 3.068
C -1.312 5.071 3.430
C -2.070 4.035 2.978
N -1.262 3.142 2.338
C -0.026 3.608 2.408
P 1.481 2.837 1.733
C 0.916 2.721 0.013
N -0.348 2.679 -0.362
C -0.329 2.613 -1.723
C 0.963 2.628 -2.170
N 1.754 2.711 -1.061
C 3.207 2.687 -1.054
C 1.191 1.138 2.308
N 0.058 0.464 2.183
C 0.231 -0.739 2.804
C 1.498 -0.793 3.301
N 2.097 0.393 2.981
C 3.517 0.663 3.115
H 0.798 6.487 3.927
H 1.893 5.097 3.874
H 1.551 6.015 2.394
H -1.564 5.965 3.975
H -3.127 3.853 3.075
H -1.239 2.555 -2.300
H 1.387 2.577 -3.159
H 3.559 3.022 -2.027
H 3.580 3.372 -0.293
H 3.566 1.675 -0.865
H -0.565 -1.461 2.869
H 2.028 -1.567 3.829
H 3.913 0.033 3.906
H 4.019 0.429 2.175
H 3.678 1.706 3.376
O -5.057 -0.495 -2.942
C -3.913 -1.159 -2.961
O -3.692 -2.033 -3.769
C -2.893 -0.785 -1.947
C -1.641 -1.379 -1.880
N -0.975 -0.816 -0.867
N -1.692 0.150 -0.302
C -2.856 0.189 -0.929
C -3.841 1.218 -0.446
O -4.895 1.378 -1.060
O -3.445 1.892 0.568
H -5.076 0.187 -2.209
H -1.201 -2.160 -2.479
H 0.031 -0.885 -0.646
S 4.367 -5.571 -2.013
C 3.428 -4.242 -1.649
S 4.000 -2.977 -0.595
C 2.535 -2.063 -0.846
N 1.698 -2.662 -1.630
N 2.191 -3.892 -2.060
C 1.319 -4.626 -2.922
C 0.490 -3.915 -3.787
C -0.403 -4.596 -4.597
C -0.471 -5.981 -4.558
C 0.358 -6.680 -3.695
C 1.253 -6.012 -2.871
S 2.253 -0.546 -0.093
H 0.545 -2.837 -3.810
H -1.056 -4.035 -5.252
H -1.175 -6.509 -5.189
H 0.307 -7.761 -3.645
H 1.886 -6.558 -2.192
O -2.955 -0.597 2.037
S -3.290 -0.289 3.495
O -2.516 1.065 3.554
O -2.671 -1.244 4.380
S -5.175 0.015 3.772
*
```

The expectation value of S² is 0.752. As for the LUMO energy (spin up / spin down): 1.643 / 1.643 eV. As for the molar mass: 814.70 g/mol. As for the maximum force: 0.45 eV Å⁻¹. The value obtained for the total energy is -142120.8157 eV. The HOMO energy (spin up / spin down) comes out at -5.26 / -5.34 eV.

Record 2
C25H23N2O5PPd | ωB97M-V with the def2-TZVPD basis set

The geometry in ORCA input format:
```
! wB97M-V def2-TZVPD RIJCOSX def2/J DEFGRID3
* xyz -2 1
Pd -0.115 -0.586 0.320
O 1.656 -1.371 4.316
C 1.110 -1.678 3.235
O 1.503 -1.421 2.069
C -0.170 -2.541 3.376
C -0.332 -3.554 2.238
C -1.265 -4.698 2.677
C -2.652 -4.006 2.595
C -2.243 -2.587 2.174
O -1.154 -2.864 1.280
C -1.584 -1.856 3.360
C -1.738 -0.327 3.225
O -2.346 0.236 4.156
O -1.320 0.223 2.166
H -0.045 -3.060 4.328
H 0.601 -3.848 1.767
H -1.022 -5.052 3.681
H -1.200 -5.544 1.989
H -3.201 -4.015 3.539
H -3.276 -4.466 1.826
H -3.001 -2.007 1.652
H -2.118 -2.107 4.277
N 1.126 0.550 -2.217
P 0.900 1.269 -0.627
C -0.530 2.427 -0.959
C -0.519 3.385 -1.975
C -1.629 4.179 -2.232
C -2.776 4.029 -1.459
C -2.794 3.091 -0.435
C -1.683 2.290 -0.186
C 2.229 2.563 -0.931
C 2.159 3.780 -0.236
C 3.215 4.673 -0.220
C 4.404 4.381 -0.888
C 4.508 3.175 -1.559
C 3.439 2.281 -1.575
C 0.661 -0.683 -2.558
C 1.038 -1.311 -3.759
C 0.569 -2.574 -4.033
C -0.274 -3.201 -3.114
C -0.614 -2.506 -1.969
N -0.172 -1.271 -1.681
H 1.658 1.035 -2.922
H 0.375 3.514 -2.577
H -1.600 4.911 -3.032
H -3.647 4.647 -1.651
H -3.675 2.979 0.185
H -1.693 1.570 0.630
H 1.251 4.021 0.308
H 3.116 5.604 0.326
H 5.234 5.077 -0.868
H 5.430 2.915 -2.068
H 3.571 1.327 -2.074
H 1.707 -0.797 -4.440
H 0.860 -3.073 -4.950
H -0.666 -4.195 -3.282
H -1.270 -2.933 -1.221
*
```

As for the LUMO energy: 4.667 eV. As for the molar mass: 568.86 g/mol. As for the maximum force: 0.96 eV Å⁻¹. The value obtained for the total energy is -52285.7485 eV. The HOMO energy comes out at 0.17 eV.

Record 3
C25H23N3O5 | ωB97M-V with the def2-TZVPD basis set

The geometry in ORCA input format:
```
! wB97M-V def2-TZVPD RIJCOSX def2/J DEFGRID3
* xyz 0 1
C 4.896 4.129 0.074
O 4.130 2.951 0.030
C 2.778 3.047 0.202
C 2.080 4.236 0.390
C 0.704 4.195 0.556
C 0.005 3.006 0.521
C 0.697 1.807 0.321
N 0.158 0.535 0.279
C -1.061 0.177 0.192
O -2.073 1.100 0.076
C -3.371 0.740 -0.040
C -4.334 1.755 -0.180
C -3.945 3.197 -0.190
N -5.611 1.456 -0.308
C -6.001 0.189 -0.293
C -5.144 -0.887 -0.144
C -5.653 -2.306 -0.119
O -7.052 -2.412 -0.082
C -3.771 -0.603 -0.023
C -2.734 -1.581 0.108
C -1.428 -1.228 0.204
C -0.453 -2.370 0.332
O -0.883 -3.491 0.547
N 0.844 -2.047 0.157
C 1.938 -2.915 0.166
C 1.875 -4.214 0.651
C 2.996 -5.027 0.639
C 4.192 -4.547 0.146
C 4.275 -3.252 -0.344
C 3.160 -2.429 -0.345
O 3.146 -1.147 -0.824
C 4.329 -0.632 -1.388
C 2.082 1.845 0.181
H 4.801 4.636 1.040
H 5.929 3.814 -0.065
H 4.619 4.821 -0.728
H 2.586 5.188 0.414
H 0.169 5.121 0.713
H -1.062 3.009 0.662
H -3.584 3.493 0.794
H -4.810 3.799 -0.447
H -3.146 3.369 -0.909
H -7.063 0.034 -0.422
H -5.348 -2.818 -1.038
H -5.203 -2.841 0.731
H -7.377 -2.019 0.736
H -2.978 -2.632 0.127
H 1.039 -1.052 0.011
H 0.937 -4.584 1.029
H 2.927 -6.035 1.018
H 5.071 -5.173 0.135
H 5.218 -2.898 -0.728
H 5.134 -0.573 -0.649
H 4.659 -1.232 -2.242
H 4.084 0.374 -1.727
H 2.621 0.923 0.052
*
```

As for the LUMO energy: -0.806 eV. As for the molar mass: 445.48 g/mol. As for the maximum force: 1.30 eV Å⁻¹. The value obtained for the total energy is -41005.7426 eV. The HOMO energy comes out at -8.07 eV. As for the SMILES: COc1cccc(/N=c2\oc3c(C)ncc(CO)c3cc2C(=O)Nc2ccccc2OC)c1.

Record 4
C25H23N4O3Zn | ωB97M-V with the def2-TZVPD basis set

The geometry in ORCA input format:
```
! wB97M-V def2-TZVPD RIJCOSX def2/J DEFGRID3
* xyz -1 1
Zn -1.521 1.305 1.564
C -0.765 5.231 3.201
C -1.297 3.948 2.642
N -0.600 2.867 2.622
O 0.706 3.001 3.106
C -2.642 3.898 2.100
C -3.609 5.032 2.208
N -2.972 2.767 1.506
O -4.113 2.610 0.990
H 0.311 5.300 3.063
H -0.967 5.276 4.274
H -1.257 6.080 2.732
H 1.028 2.094 3.095
H -3.577 5.502 3.192
H -4.608 4.636 2.034
H -3.434 5.813 1.462
N 2.927 -1.115 -3.034
C 2.964 0.196 -2.691
O 3.896 0.932 -2.967
C 1.766 0.689 -1.927
C 0.554 0.013 -1.914
C -0.443 0.462 -1.066
N -0.276 1.510 -0.257
C 0.859 2.216 -0.344
C 1.901 1.850 -1.168
H 3.785 -1.492 -3.400
H 2.320 -1.749 -2.538
H 0.355 -0.868 -2.509
H -1.380 -0.076 -0.983
H 0.943 3.065 0.323
H 2.827 2.405 -1.190
C -1.280 -0.582 1.761
C -0.756 -1.460 1.077
C -0.178 -2.406 0.207
C 1.257 -2.574 0.260
C 1.954 -3.690 -0.259
C 3.334 -3.795 -0.186
C 4.104 -2.807 0.413
C 3.441 -1.712 0.960
C 2.068 -1.599 0.890
C -1.059 -2.994 -0.779
C -0.643 -3.541 -2.017
C -1.546 -4.009 -2.957
C -2.914 -3.958 -2.733
C -3.353 -3.406 -1.534
C -2.462 -2.938 -0.590
H 1.399 -4.516 -0.677
H 3.811 -4.682 -0.591
H 5.181 -2.894 0.467
H 4.008 -0.927 1.450
H 1.575 -0.740 1.332
H 0.407 -3.583 -2.259
H -1.165 -4.414 -3.890
H -3.615 -4.328 -3.470
H -4.415 -3.337 -1.328
H -2.834 -2.504 0.329
*
```

As for the LUMO energy: 2.361 eV. As for the molar mass: 492.87 g/mol. As for the maximum force: 0.34 eV Å⁻¹. The value obtained for the total energy is -86817.4081 eV. The HOMO energy comes out at -2.66 eV.

Record 5
C25H23N5O3 | ωB97M-V with the def2-TZVPD basis set

The geometry in ORCA input format:
```
! wB97M-V def2-TZVPD RIJCOSX def2/J DEFGRID3
* xyz 0 1
O 1.129 2.266 -2.039
C 1.924 1.714 -1.316
C 2.600 0.408 -1.482
C 2.484 -0.546 -2.472
C 3.217 -1.719 -2.324
C 4.038 -1.917 -1.225
C 4.158 -0.952 -0.230
C 3.423 0.206 -0.370
C 3.287 1.381 0.525
O 3.825 1.617 1.573
N 2.379 2.222 -0.113
C 1.838 3.418 0.489
C 0.721 3.093 1.485
C -0.421 2.302 0.835
C -0.047 0.857 0.637
N 0.721 0.345 1.532
C 1.139 -0.948 1.421
C 1.998 -1.481 2.390
C 2.445 -2.774 2.263
C 2.052 -3.565 1.181
C 1.207 -3.056 0.224
C 0.743 -1.743 0.336
C -0.151 -1.181 -0.661
O -0.567 -1.786 -1.631
N -0.530 0.154 -0.437
C -1.443 0.719 -1.418
C -2.874 0.829 -0.895
C -3.434 -0.544 -0.503
N -4.806 -0.443 -0.091
C -5.257 -0.104 1.154
C -6.618 -0.056 1.064
N -7.008 -0.349 -0.204
C -5.908 -0.571 -0.867
H 1.839 -0.388 -3.322
H 3.138 -2.489 -3.076
H 4.592 -2.840 -1.137
H 4.791 -1.103 0.630
H 1.460 4.042 -0.325
H 2.651 3.936 1.004
H 0.332 4.034 1.876
H 1.131 2.509 2.308
H -1.287 2.334 1.501
H -0.697 2.772 -0.107
H 2.299 -0.851 3.212
H 3.110 -3.187 3.008
H 2.413 -4.579 1.100
H 0.884 -3.643 -0.623
H -1.069 1.685 -1.760
H -1.425 0.029 -2.266
H -2.925 1.496 -0.033
H -3.495 1.255 -1.686
H -2.850 -0.966 0.322
H -3.367 -1.228 -1.354
H -4.589 0.055 1.976
H -7.337 0.167 1.825
H -5.860 -0.835 -1.905
*
```

As for the LUMO energy: -0.495 eV. As for the molar mass: 441.49 g/mol. As for the maximum force: 0.80 eV Å⁻¹. The value obtained for the total energy is -39894.0995 eV. The HOMO energy comes out at -8.67 eV. As for the SMILES: O=C1c2ccccc2C(=O)N1CCCc1nc2ccccc2c(=O)n1CCCn1ccnc1.

Record 6
C25H23O2 | ωB97M-V with the def2-TZVPD basis set

The geometry in ORCA input format:
```
! wB97M-V def2-TZVPD RIJCOSX def2/J DEFGRID3
* xyz 1 1
C -3.034 0.605 -2.904
C -4.188 1.609 -2.863
C -3.686 2.897 -2.900
C -2.243 2.834 -2.807
C -1.814 1.518 -2.684
H -3.101 -0.170 -2.136
H -2.988 0.050 -3.856
H -5.234 1.285 -2.887
H -4.243 3.834 -2.981
H -1.638 3.730 -2.714
H -0.798 1.153 -2.884
C 4.697 4.820 0.860
O 3.438 5.112 0.192
C 2.480 4.143 0.082
C 1.306 4.454 -0.647
C 0.335 3.488 -0.807
C 0.470 2.167 -0.310
C -0.562 1.179 -0.546
C -0.346 -0.242 -0.471
C -1.492 -1.088 -0.386
C -1.392 -2.469 -0.287
C -0.105 -3.016 -0.162
O 0.032 -4.382 0.097
C 0.060 -4.794 1.432
C -1.057 -5.488 1.885
C -1.171 -5.786 3.235
C -0.136 -5.447 4.108
C 1.003 -4.792 3.637
C 1.108 -4.450 2.288
C 1.055 -2.250 -0.301
C 0.921 -0.895 -0.541
C 1.632 1.913 0.469
C 2.626 2.851 0.643
H 5.238 5.769 0.841
H 4.544 4.506 1.902
H 5.270 4.060 0.313
H 1.191 5.461 -1.040
H -0.561 3.757 -1.340
H -1.598 1.491 -0.350
H -2.480 -0.626 -0.361
H -2.288 -3.100 -0.238
H -1.828 -5.726 1.162
H -2.076 -6.279 3.588
H -0.224 -5.698 5.166
H 1.811 -4.535 4.323
H 1.974 -3.925 1.903
H 2.026 -2.750 -0.174
H 1.830 -0.329 -0.744
H 1.711 0.955 0.981
H 3.527 2.595 1.214
*
```

As for the LUMO energy: -5.245 eV. As for the molar mass: 355.46 g/mol. As for the maximum force: 2.32 eV Å⁻¹. The value obtained for the total energy is -30383.4364 eV. The HOMO energy comes out at -11.35 eV.